# 1
A structure of composition C16H34O3P2SV in a non-equilibrium geometry, computed with ωB97M-V with the def2-TZVPD basis set.

The energy above the lowest of the compared OMol25 structures with the same formula, charge and spin comes out at 184.5 kcal/mol. The energy comes out at -78375.740 eV. The value obtained for the LUMO energy (spin up / spin down) is 0.09 / 0.20 eV. The net charge is 0. The value obtained for the molar mass is 419.40 g mol⁻¹. The spin multiplicity is 4.

Last column: Mulliken spin population.
Positions of all 57 atoms, in Å:
P  0.799  0.381  1.705  -0.141
P  1.831  0.271  -1.556  0.063
C  2.505  0.645  1.054  -0.017
C  2.621  1.320  -0.297  0.004
H  3.030  -0.322  1.081  -0.009
H  2.956  1.313  1.795  0.007
H  2.167  2.319  -0.363  0.006
H  3.665  1.393  -0.609  -0.003
C  3.246  -0.834  -1.870  0.057
H  3.074  -1.516  -2.714  0.016
H  3.490  -1.387  -0.952  -0.006
H  4.080  -0.161  -2.109  0.009
C  1.931  1.448  -2.989  0.003
H  2.936  1.365  -3.419  0.002
H  1.793  2.479  -2.634  -0.004
H  1.207  1.239  -3.787  0.004
C  1.489  -0.429  3.246  0.082
H  0.836  -0.923  3.984  -0.065
H  2.071  0.397  3.676  -0.003
H  2.202  -1.155  2.858  -0.005
C  0.388  2.158  1.908  0.016
H  0.359  2.648  0.932  0.004
H  1.181  2.590  2.523  -0.001
H  -0.583  2.299  2.385  -0.001
V  -0.573  -0.628  3.072  2.193
C  0.515  -1.059  -3.171  -0.308
C  0.741  -2.195  -2.410  0.613
C  0.589  -2.274  -0.947  -0.067
C  -0.299  -1.102  -0.497  0.051
C  0.220  0.195  -0.990  -0.140
C  -0.441  1.242  -1.577  0.481
C  -1.318  0.835  -2.682  -0.084
C  -0.881  -0.502  -3.365  0.136
C  -2.076  1.042  4.030  0.044
H  1.215  -0.842  -3.980  0.008
H  0.968  -3.130  -2.907  -0.044
H  1.558  -2.299  -0.411  0.050
H  0.102  -3.209  -0.654  0.011
H  -1.324  -1.252  -0.823  -0.014
H  -0.400  -1.194  0.617  0.070
H  -0.980  1.018  4.319  -0.018
H  -0.198  2.295  -1.429  -0.015
H  -1.456  1.608  -3.439  0.010
H  -2.287  0.686  -2.187  0.029
H  -1.601  -1.265  -3.079  0.000
H  -1.017  -0.367  -4.446  -0.012
H  -2.327  1.328  2.992  -0.008
H  -2.589  1.783  4.668  0.004
H  -2.620  0.102  4.246  -0.001
C  -5.016  -1.092  1.487  0.001
S  -3.224  -0.954  1.277  -0.017
O  -2.670  -1.328  2.635  0.003
O  -2.941  -1.988  0.279  -0.001
O  -2.902  0.428  0.912  0.007
H  -5.407  -1.694  0.653  0.000
H  -5.503  -0.104  1.517  0.000
H  -5.135  -1.618  2.439  0.000

# 2
A structure of composition C16H35AsF9N5O8STl in a non-equilibrium geometry, computed with ωB97M-V with the def2-TZVPD basis set.

The energy above the lowest of the compared OMol25 structures with the same formula, charge and spin comes out at 175.4 kcal/mol. The energy comes out at -141802.520 eV. The value obtained for the LUMO energy is -10.21 eV. The net charge is +1. The value obtained for the molar mass is 907.84 g mol⁻¹.

Last column: Löwdin charge in e.
Positions of all 76 atoms, in Å:
Tl  0.821  0.413  -1.444  0.988
As  6.804  -2.192  -0.175  0.876
F  7.320  -2.736  1.424  -0.278
F  8.440  -1.626  -0.675  -0.299
F  6.076  -1.622  -1.799  -0.368
F  5.150  -2.573  0.240  -0.302
F  6.503  -0.518  0.306  -0.310
F  7.090  -3.849  -0.873  -0.312
C  -5.503  5.146  2.943  -0.597
F  -6.244  5.365  1.806  0.109
F  -5.778  6.080  3.801  0.185
F  -5.721  3.902  3.440  0.127
S  -3.600  5.298  2.498  0.581
O  -3.470  6.541  1.732  -0.164
O  -2.980  5.336  3.805  -0.166
O  -3.244  4.089  1.732  -0.177
C  3.832  0.735  6.564  0.023
C  2.811  1.604  5.840  -0.516
O  2.290  1.238  4.813  0.117
N  2.444  2.784  6.360  0.062
C  2.878  3.302  7.631  -0.054
H  4.422  0.184  5.832  0.097
H  3.282  0.075  7.236  0.101
H  4.631  1.270  7.078  0.078
H  1.702  3.309  5.919  0.158
H  2.482  4.297  7.838  0.099
H  3.965  3.365  7.670  0.094
H  2.611  2.605  8.425  0.103
C  3.432  8.091  -0.025  0.004
C  3.969  6.898  -0.772  -0.515
O  3.369  5.816  -0.786  0.064
N  5.052  7.139  -1.541  0.033
C  5.675  6.139  -2.393  -0.048
H  3.365  7.876  1.041  0.090
H  2.462  8.388  -0.425  0.093
H  4.073  8.971  -0.074  0.077
H  5.443  8.062  -1.665  0.145
H  5.529  5.105  -2.080  0.096
H  6.731  6.402  -2.442  0.091
H  5.353  6.250  -3.428  0.091
C  0.807  -7.704  -4.918  0.009
C  1.951  -6.937  -4.299  -0.542
O  1.727  -5.782  -3.928  0.085
N  3.136  -7.471  -4.140  0.054
C  3.538  -8.843  -4.570  -0.037
H  -0.025  -7.019  -5.079  0.086
H  0.464  -8.526  -4.289  0.093
H  1.065  -8.083  -5.907  0.090
H  3.801  -6.968  -3.570  0.158
H  3.887  -8.917  -5.601  0.085
H  2.701  -9.540  -4.615  0.075
H  4.287  -9.227  -3.878  0.091
C  -6.946  0.480  -3.342  0.007
C  -5.832  -0.051  -4.239  -0.542
O  -4.726  -0.318  -3.779  0.040
N  -6.068  -0.216  -5.559  0.003
C  -5.017  -0.531  -6.539  -0.047
H  -7.475  1.314  -3.804  0.082
H  -6.529  0.881  -2.418  0.081
H  -7.537  -0.389  -3.054  0.088
H  -6.971  0.108  -5.877  0.135
H  -4.428  0.372  -6.699  0.089
H  -5.465  -0.880  -7.470  0.086
H  -4.442  -1.359  -6.124  0.085
C  -4.584  -2.383  3.947  -0.004
C  -4.443  -2.965  2.539  -0.499
O  -3.427  -2.743  1.896  0.055
N  -5.413  -3.820  2.049  0.027
C  -5.324  -4.590  0.793  -0.043
H  -4.270  -3.042  4.756  0.085
H  -5.594  -2.087  4.230  0.074
H  -3.991  -1.480  4.096  0.081
H  -6.298  -3.857  2.534  0.135
H  -5.190  -5.633  1.079  0.088
H  -4.546  -4.267  0.101  0.087
H  -6.291  -4.484  0.301  0.084

# 3
A structure of composition C16H35BBrGaIO26S6 in a non-equilibrium geometry, computed with ωB97M-V with the def2-TZVPD basis set.

The energy comes out at -266595.676 eV. The value obtained for the LUMO energy is 1.49 eV. The net charge is -1. The value obtained for the molar mass is 1123.17 g mol⁻¹.

Last column: Löwdin charge in e.
Positions of all 87 atoms, in Å:
C  -3.690  0.774  -1.857  -0.161
O  -2.771  1.941  -1.892  -0.171
B  -1.818  1.650  -3.018  -0.531
O  -0.378  1.680  -2.657  -0.040
Ga  -2.609  1.205  -4.880  0.054
Br  -4.912  1.921  -5.160  0.063
C  -1.538  1.939  -6.489  -0.337
C  -2.041  1.116  -7.854  -0.385
C  -1.028  -0.140  -8.201  -0.628
I  -1.894  -2.098  -7.610  0.614
H  -3.927  0.455  -0.732  0.074
H  -3.214  -0.203  -2.348  0.092
H  -4.733  1.000  -2.366  0.073
H  0.024  0.762  -2.644  0.079
H  -2.599  -0.404  -5.015  -0.066
H  -0.370  1.832  -6.332  0.042
H  -1.878  3.073  -6.627  0.056
H  -2.225  1.839  -8.768  0.097
H  -3.101  0.651  -7.593  0.052
H  0.021  0.037  -7.673  0.060
H  -0.864  -0.102  -9.382  0.054
C  0.550  3.233  0.943  -0.164
C  -0.423  2.068  1.105  -0.165
O  0.279  1.101  1.883  -0.208
S  1.285  1.874  2.907  0.690
O  0.632  1.973  4.193  -0.239
O  2.613  1.331  2.739  -0.274
O  1.229  3.338  2.194  -0.188
H  1.294  3.020  0.169  0.128
H  0.038  4.169  0.707  0.140
H  -0.728  1.644  0.145  0.123
H  -1.312  2.373  1.667  0.137
C  2.163  -2.301  -1.533  -0.174
C  2.449  -3.514  -2.414  -0.179
O  1.181  -3.902  -2.938  -0.194
S  0.256  -2.571  -3.124  0.657
O  0.345  -2.148  -4.504  -0.253
O  -1.002  -2.791  -2.448  -0.226
O  1.159  -1.558  -2.222  -0.211
H  1.757  -2.605  -0.563  0.132
H  3.053  -1.685  -1.377  0.136
H  2.903  -4.336  -1.856  0.134
H  3.095  -3.246  -3.256  0.132
C  5.646  2.085  7.008  -0.181
C  5.932  0.872  6.127  -0.180
O  4.664  0.485  5.603  -0.187
S  3.738  1.815  5.417  0.702
O  3.828  2.238  4.037  -0.266
O  2.481  1.595  6.092  -0.227
O  4.642  2.829  6.319  -0.194
H  5.240  1.781  7.978  0.130
H  6.536  2.701  7.164  0.133
H  6.386  0.050  6.685  0.134
H  6.578  1.140  5.284  0.131
C  3.566  3.141  -3.460  -0.175
C  2.163  3.380  -4.012  -0.176
O  2.271  4.558  -4.809  -0.188
S  3.763  4.617  -5.467  0.675
O  3.684  4.092  -6.812  -0.240
O  4.349  5.900  -5.156  -0.247
O  4.456  3.485  -4.520  -0.202
H  3.774  3.802  -2.612  0.130
H  3.718  2.102  -3.156  0.133
H  1.422  3.517  -3.221  0.124
H  1.851  2.558  -4.665  0.132
C  -2.646  -1.389  3.141  -0.168
C  -2.360  -2.602  2.260  -0.169
O  -3.628  -2.989  1.736  -0.193
S  -4.554  -1.659  1.550  0.690
O  -4.464  -1.236  0.170  -0.243
O  -5.811  -1.879  2.226  -0.243
O  -3.650  -0.645  2.452  -0.190
H  -3.052  -1.693  4.111  0.120
H  -1.756  -0.773  3.297  0.136
H  -1.906  -3.424  2.818  0.122
H  -1.714  -2.334  1.418  0.134
C  -3.695  -5.611  6.306  -0.172
C  -3.859  -4.209  6.886  -0.173
O  -2.560  -3.840  7.343  -0.192
S  -1.442  -4.532  6.377  0.681
O  -1.030  -3.557  5.392  -0.239
O  -0.508  -5.257  7.207  -0.232
O  -2.429  -5.605  5.648  -0.195
H  -3.664  -6.365  7.099  0.132
H  -4.491  -5.861  5.599  0.139
H  -4.579  -4.180  7.707  0.138
H  -4.161  -3.495  6.113  0.129

# 4
A structure of composition C16H35N2NiO2Se2Si2, computed with ωB97M-V with the def2-TZVPD basis set.

The energy comes out at -211730.266 eV. The value obtained for the LUMO energy is 2.35 eV. The net charge is -1. The value obtained for the molar mass is 560.25 g mol⁻¹.

Last column: Löwdin charge in e.
Positions of all 60 atoms, in Å:
Ni  0.225  0.569  0.999  -0.196
O  4.067  -2.698  1.235  -0.110
C  2.850  -2.668  1.991  -0.258
C  2.826  -1.539  3.025  -0.598
C  3.815  -1.879  4.154  -0.232
O  5.160  -2.034  3.724  -0.077
C  3.236  -0.192  2.422  -0.499
Se  2.503  0.223  0.648  0.722
C  1.440  -1.446  3.662  -0.545
Se  -0.122  -1.314  2.458  0.576
H  3.980  -1.963  0.605  0.032
H  2.773  -3.632  2.501  0.131
H  1.995  -2.561  1.325  0.050
H  3.473  -2.799  4.650  0.115
H  3.806  -1.079  4.902  0.124
H  5.122  -2.353  2.808  0.058
H  4.319  -0.141  2.324  0.056
H  2.931  0.608  3.098  0.062
H  1.410  -0.577  4.321  0.053
H  1.252  -2.330  4.277  0.049
C  -4.355  -0.727  -1.303  -0.015
N  -3.518  -0.078  -0.318  -0.127
C  -3.924  0.758  0.692  -0.056
C  -2.791  1.151  1.337  -0.104
N  -1.704  0.583  0.728  -0.051
C  -2.173  -0.154  -0.252  -0.161
H  -5.395  -0.631  -1.001  0.087
H  -4.106  -1.785  -1.370  0.093
H  -4.228  -0.266  -2.283  0.091
H  -4.960  0.985  0.863  0.114
H  -2.685  1.781  2.200  0.093
H  -1.580  -0.757  -0.917  0.139
C  0.371  0.984  -2.553  -0.184
Si  -0.045  2.537  -1.555  0.381
C  -1.874  2.899  -1.889  -0.176
C  0.910  3.932  -2.402  -0.192
C  0.442  2.394  0.205  -0.497
Si  -0.048  3.602  1.510  0.399
C  -0.438  2.879  3.222  -0.182
C  1.416  4.755  1.806  -0.193
C  -1.518  4.711  1.075  -0.196
H  0.608  1.232  -3.593  0.021
H  -0.460  0.277  -2.584  0.003
H  1.233  0.474  -2.115  0.001
H  -2.105  2.767  -2.950  0.024
H  -2.136  3.921  -1.612  0.012
H  -2.522  2.227  -1.319  -0.001
H  0.609  4.057  -3.446  0.018
H  1.981  3.716  -2.383  0.028
H  0.759  4.884  -1.887  0.016
H  1.523  2.573  0.140  -0.052
H  -0.182  1.818  3.292  -0.003
H  -1.489  2.983  3.502  0.012
H  0.138  3.416  3.980  0.023
H  2.285  4.175  2.125  0.029
H  1.201  5.499  2.577  0.020
H  1.694  5.281  0.889  0.020
H  -2.414  4.116  0.878  0.010
H  -1.309  5.312  0.187  0.018
H  -1.742  5.394  1.899  0.022